[1]
Computed, not measured: a molecular structure, C28H19AlF3I2N3O3 in a non-equilibrium geometry, with the ωB97M-V functional and the def2-TZVPD basis.

Geometry as XYZ:
```
59
Properties=species:S:1:pos:R:3:forces:R:3
Al -0.100447 0.027614 -0.148506 -1.211 1.075 -0.241
O -0.841139 -3.523185 1.075378 -0.034 -0.143 0.045
C -0.832044 -2.335862 0.840627 -0.308 -0.420 0.222
O 0.072052 -1.682936 0.210323 0.493 -0.824 0.057
C -1.948391 -1.453334 1.337478 -0.243 -0.519 0.282
C -3.047156 -2.005599 1.974026 0.028 0.141 0.038
C -4.045408 -1.161123 2.423509 0.241 0.116 -0.174
C -3.909622 0.195498 2.165142 0.019 -0.060 0.024
C -2.776567 0.650274 1.514495 -0.236 0.388 0.176
N -1.788214 -0.148591 1.130097 0.014 -0.128 -0.276
H -3.079093 -3.076306 2.094921 0.029 -0.080 0.037
H -4.900660 -1.546615 2.955994 -0.130 -0.017 -0.013
H -4.670463 0.900098 2.461737 -0.035 0.072 0.003
H -2.663152 1.702713 1.309958 -0.051 -0.033 0.012
I 4.219269 -0.309425 -2.335408 -0.143 0.426 -0.035
C 3.042171 1.409278 -2.054405 0.130 -0.796 0.187
C 3.382315 2.632042 -2.620191 -0.099 0.347 0.004
C 2.598333 3.737495 -2.400132 0.348 0.421 -0.364
I 3.200853 5.561640 -3.281543 -0.148 -0.301 0.171
C 1.428295 3.658991 -1.617650 -0.068 -0.315 0.126
C 0.544753 4.716419 -1.335169 -0.274 -0.078 0.150
C -0.564725 4.471999 -0.569323 0.175 0.145 -0.095
C -0.791972 3.191212 -0.057707 -0.073 -0.111 0.172
N 0.010226 2.175972 -0.285949 -0.449 0.070 0.140
C 1.093046 2.395208 -1.058763 0.600 0.584 -0.420
C 1.913211 1.257705 -1.269599 0.566 -0.110 -0.333
O 1.568997 0.136511 -0.728474 0.469 -0.092 -0.168
H 4.269148 2.695721 -3.230308 0.074 0.078 -0.053
H 0.740623 5.705319 -1.718813 0.034 0.083 -0.079
H -1.271144 5.251978 -0.342036 -0.069 0.146 0.028
H -1.646591 3.017194 0.575776 -0.056 0.001 -0.036
C -1.232124 0.034945 -1.898813 0.474 -0.184 0.175
C -2.689934 0.213817 -1.746478 0.250 -0.012 -0.111
C -3.527632 -0.892150 -1.591139 -0.012 0.066 0.107
C -4.882796 -0.731375 -1.384244 -0.080 -0.070 0.059
C -5.435893 0.535996 -1.299776 -0.210 0.070 0.007
C -4.621816 1.643957 -1.469913 -0.168 0.040 0.002
C -3.270925 1.483541 -1.712306 0.072 -0.012 0.106
H -0.830513 0.785300 -2.588595 0.063 0.050 0.084
H -1.032051 -0.942278 -2.356797 0.052 0.072 0.078
H -3.101715 -1.886843 -1.628814 0.039 -0.064 -0.065
H -5.515422 -1.602427 -1.300405 -0.090 -0.105 0.076
H -6.495241 0.655671 -1.127964 -0.098 0.027 0.003
H -5.048818 2.636511 -1.427285 -0.040 0.092 -0.027
H -2.646916 2.353686 -1.872324 0.051 0.049 -0.058
F 4.442673 0.173038 5.497676 0.099 -0.125 -0.176
C 3.307320 0.880821 5.515608 0.052 -0.003 0.262
F 2.588490 0.427315 6.558435 -0.145 -0.081 -0.049
F 3.633300 2.146969 5.798217 -0.010 0.184 -0.167
C 2.529285 0.748723 4.230732 -0.124 0.010 -0.145
C 2.167359 -0.512124 3.775287 -0.043 0.339 0.014
C 1.374877 -0.598493 2.640695 0.265 -0.365 0.426
N 0.932931 0.463712 1.977547 -0.054 0.000 -0.459
C 1.315583 1.662184 2.401434 0.143 0.268 0.226
C 2.118314 1.862869 3.513465 -0.002 -0.261 0.153
H 2.483200 -1.405152 4.291579 0.007 -0.083 0.015
H 1.100317 -1.569500 2.259917 -0.032 -0.031 -0.088
H 0.970084 2.516077 1.840123 -0.035 0.025 -0.058
H 2.399512 2.860098 3.814437 -0.018 0.038 0.021
```
Positions in Å, forces in eV/Å.

Relative energy (zero: lowest compared OMol25 entry of this formula, charge and spin) (kJ/mol): 0.0
HOMO level (eV): -7.672
Orbital gap (eV): 7.01

[2]
Computed, not measured: a molecular structure, C15H18AuN6O5S in a non-equilibrium geometry, with the ωB97M-V functional and the def2-TZVPD basis.

Geometry as XYZ:
```
46
Properties=species:S:1:pos:R:3:forces:R:3
Au 1.237412 -2.465734 0.191176 -0.119 -0.345 0.554
O 6.083505 3.419184 -1.277876 0.487 -0.415 0.565
S 6.737959 2.870413 -0.038399 -0.099 -0.415 -0.650
C 5.806935 1.337886 0.498445 0.900 1.236 1.163
C 6.512350 0.074171 0.013607 0.315 2.973 -0.981
C 7.974310 0.454819 0.167286 0.141 0.918 -0.422
C 8.197564 1.809033 -0.571694 -1.168 0.412 0.261
H 4.775432 1.578241 0.251727 -0.068 -0.389 -0.008
H 5.986072 1.401621 1.610713 -0.630 -0.142 -0.902
H 6.255323 -0.153310 -1.007909 -0.003 -0.137 -0.424
H 6.202284 -0.676143 0.631412 -0.545 -2.363 1.487
H 8.611616 -0.241950 -0.291051 0.914 -1.259 -0.560
H 8.283866 0.499546 1.230234 -0.270 0.272 -0.486
H 8.036379 1.863540 -1.683856 0.270 -0.683 0.963
H 9.144518 2.294497 -0.319106 -0.236 -0.013 -0.001
N -2.827674 0.688329 -0.570916 -0.197 0.322 -0.391
N -1.599040 0.279489 -0.244606 1.561 -0.337 0.308
N -0.583888 1.080286 -0.607517 -0.119 -1.073 -0.445
C 0.446265 0.288013 -0.384058 0.763 0.479 1.615
N 0.092193 -0.828538 0.263341 -0.821 -0.086 -1.405
N -1.258369 -0.870046 0.288168 0.174 1.295 -0.431
H -3.575643 0.189325 -0.094946 -0.478 -0.459 0.794
H -2.837958 1.681658 -0.400676 -0.571 0.252 -0.058
H 1.505900 0.529440 -0.480634 -0.623 0.177 -0.246
C 4.372048 -2.904978 -0.179837 -1.676 1.465 -0.723
C 3.612106 -4.127993 0.310947 -0.064 -0.813 -1.002
O 4.301255 -5.107720 0.565575 -0.826 0.287 0.333
O 2.286317 -4.149884 0.247444 1.442 -0.054 0.254
H 5.389683 -3.068321 0.012153 1.466 -0.324 -0.055
H 4.107250 -1.964440 0.341557 -0.212 -0.436 -0.160
H 4.177208 -2.710429 -1.280681 0.227 -0.397 1.223
O -4.965665 -0.421873 0.845354 0.677 0.930 -0.319
C -5.741496 0.534919 0.608192 1.488 -1.312 0.239
N -5.457365 1.840280 0.395093 -1.265 -0.586 0.431
C -6.730364 2.410679 0.312908 0.259 0.165 -0.054
O -7.027688 3.578143 0.301692 0.212 1.225 -0.149
C -7.800996 1.360331 0.254039 -1.377 -0.277 -0.270
C -9.156591 1.355717 -0.078816 0.648 -1.232 -0.200
C -9.726238 0.063520 -0.240147 -0.539 0.222 0.023
C -9.034938 -1.142562 0.017389 0.714 1.297 -0.063
C -7.680426 -1.078874 0.359243 -0.890 0.255 0.290
C -7.161621 0.182220 0.469311 0.422 0.045 -0.180
H -9.687747 2.270036 -0.299872 -0.152 -0.041 0.002
H -10.760516 -0.008838 -0.615980 0.489 0.062 0.368
H -9.490721 -2.101069 -0.082899 -0.543 -0.386 -0.193
H -7.030819 -1.912638 0.564481 -0.077 -0.315 -0.095
```
Positions in Å, forces in eV/Å.

Charge: -1
Relative energy (zero: lowest compared OMol25 entry of this formula, charge and spin) (kJ/mol): 128.3
HOMO level (eV): -6.003
Orbital gap (eV): 7.91

[3]
Computed, not measured: a molecular structure, C6H8O5Pm in a non-equilibrium geometry, with the ωB97M-V functional and the def2-TZVPD basis.

Geometry as XYZ:
```
20
Properties=species:S:1:pos:R:3:forces:R:3
Pm -2.043078 3.589458 -0.657644 -0.080 -2.352 0.219
O -2.217575 1.043507 -0.431777 1.153 3.042 -0.552
O -1.574671 -0.218859 1.291240 0.584 0.732 -0.464
C -1.404107 -1.623079 1.502142 0.249 -0.387 0.130
C -1.834592 -2.220427 0.161850 0.198 -0.547 0.145
O -1.765865 -1.109409 -0.737445 0.698 0.862 -0.155
C -1.554547 0.036924 -0.046876 -1.920 -1.724 0.663
H -0.350997 -1.826192 1.735694 -0.257 -0.004 0.001
H -2.043437 -1.918768 2.339087 0.216 0.090 -0.197
H -2.866113 -2.591035 0.174440 0.284 0.072 -0.082
H -1.141892 -2.987442 -0.201132 -0.322 0.066 0.155
O 0.726809 1.732914 -0.557909 -0.527 0.720 -0.083
C 2.171864 1.928413 -0.686743 0.359 0.293 -0.036
C 2.695146 0.504182 -0.524536 0.684 0.059 -0.090
O 1.466542 -0.277836 -0.383670 -0.344 0.092 0.059
C 0.436888 0.477270 -0.395237 -1.047 -0.761 0.276
H 2.339345 2.372018 -1.671633 0.131 -0.147 0.225
H 2.455552 2.620418 0.110529 0.143 -0.214 -0.211
H 3.284297 0.346293 0.383017 -0.119 0.021 -0.254
H 3.220432 0.121650 -1.403395 -0.084 0.085 0.248
```
Positions in Å, forces in eV/Å.

Spin multiplicity: 6
Charge: +2
HOMO level (alpha / beta) (eV): -16.546 / -16.552
Orbital gap (alpha / beta) (eV): 7.71 / 7.84

Number 1: total energy -2606.04857 hartree. Number 2: total energy -1821.00931 hartree. Number 3: total energy -1217.30460 hartree.